(1)
Here is C19H24N4O4 in the gas phase at a distorted geometry from the Open Molecules 2025 dataset. Energies are from the ωB97M-V functional and the def2-TZVPD basis.

Calculated values
Kohn-Sham gap = 8.75 eV
E_HOMO = -8.033 eV
calculated total energy = -34244.3607 eV
charge = 0
multiplicity = 1
ΔE to the lowest compared entry with this formula, charge and spin = 36.26 kcal/mol

Structure (XYZ):
```
51
Properties=species:S:1:pos:R:3:forces:R:3
C -1.764 -1.084 2.474 -0.36 0.10 -0.21
C -3.212 -0.782 2.107 0.11 -0.05 0.25
O -3.309 0.164 1.052 0.25 0.06 0.07
C -3.821 -0.300 -0.162 0.15 -0.24 -0.35
C -2.883 -1.209 -0.971 -0.65 -0.02 0.45
H -2.425 -1.971 -0.337 -0.11 0.00 -0.09
H -3.455 -1.688 -1.772 0.09 0.03 0.10
O -1.861 -0.442 -1.602 0.28 0.23 -0.02
C -0.610 -0.678 -1.234 0.48 0.02 -0.15
N -0.196 -1.593 -0.376 -0.06 -0.29 0.15
C 1.152 -1.457 -0.367 -0.08 1.00 -0.93
C 1.557 -0.464 -1.238 0.15 -0.56 0.52
N 0.390 0.024 -1.805 -0.35 -0.36 0.07
C 0.260 1.146 -2.698 0.11 0.48 -0.28
H 0.922 0.991 -3.554 -0.16 -0.01 0.03
H -0.780 1.168 -3.030 0.13 0.00 -0.02
C 0.636 2.455 -1.985 -0.09 -0.17 0.01
C -0.084 2.557 -0.670 0.10 0.10 -0.07
C -1.424 2.919 -0.622 0.00 0.03 0.05
C -2.098 2.966 0.584 -0.06 0.07 -0.02
C -1.441 2.644 1.759 0.04 0.05 0.08
C -0.108 2.276 1.722 -0.03 0.01 0.14
C 0.566 2.232 0.514 0.04 0.01 -0.07
H 1.609 1.948 0.488 0.10 -0.01 -0.02
H 0.414 2.025 2.635 0.03 -0.01 0.07
H -1.970 2.678 2.700 -0.06 -0.01 0.09
H -3.139 3.249 0.611 -0.11 0.01 0.00
H -1.939 3.171 -1.539 -0.07 0.04 -0.11
H 1.716 2.465 -1.829 -0.03 0.04 -0.06
H 0.371 3.288 -2.637 0.05 0.02 -0.03
C 2.931 -0.128 -1.423 -0.50 -0.18 0.11
O 3.402 0.726 -2.151 0.09 0.19 -0.19
N 3.761 -0.927 -0.624 0.22 0.11 -0.07
C 3.386 -1.927 0.259 -0.11 -0.14 0.10
O 4.200 -2.559 0.901 0.19 -0.15 0.18
N 2.034 -2.178 0.373 0.05 -0.05 -0.01
C 1.563 -3.198 1.284 -0.02 -0.22 0.20
H 2.425 -3.777 1.609 -0.13 0.05 -0.03
H 1.081 -2.736 2.147 -0.01 -0.06 0.01
H 0.843 -3.832 0.770 0.00 -0.01 0.05
C 5.184 -0.657 -0.752 0.31 0.03 -0.01
H 5.722 -1.347 -0.108 -0.06 0.09 -0.08
H 5.486 -0.790 -1.791 0.02 0.04 0.06
H 5.387 0.374 -0.462 0.03 -0.05 -0.05
H -4.765 -0.846 -0.004 0.06 0.04 -0.06
H -4.023 0.599 -0.750 -0.10 -0.12 -0.06
H -3.739 -1.706 1.840 -0.03 0.04 0.01
H -3.722 -0.336 2.971 -0.02 -0.14 -0.11
H -1.735 -1.791 3.299 0.02 -0.08 0.15
H -1.228 -1.497 1.623 0.00 -0.03 0.06
H -1.268 -0.164 2.773 0.09 0.08 0.06
```
Positions in Å, forces in eV/Å.

natural (NBO) charges, unit e, in atom order: C -0.6500; C -0.0597; O -0.5420; C -0.0753; C -0.1079; H 0.2192; H 0.1914; O -0.4821; C 0.7087; N -0.5809; C 0.3832; C -0.1035; N -0.3378; C -0.2025; H 0.2254; H 0.2220; C -0.4406; C -0.0349; C -0.1754; C -0.2046; C -0.2130; C -0.1994; C -0.2266; H 0.2128; H 0.2108; H 0.2118; H 0.2117; H 0.1983; H 0.2421; H 0.2204; C 0.6494; O -0.6294; N -0.4534; C 0.7963; O -0.6412; N -0.4102; C -0.4131; H 0.2496; H 0.2050; H 0.2137; C -0.4167; H 0.2450; H 0.2131; H 0.2110; H 0.1682; H 0.1996; H 0.1606; H 0.1784; H 0.2047; H 0.2351; H 0.2130

(2)
Here is C19H24N4O5 in the gas phase at a distorted geometry from the Open Molecules 2025 dataset. Energies are from the ωB97M-V functional and the def2-TZVPD basis.

Calculated values
Kohn-Sham gap = 8.37 eV
E_HOMO = -7.900 eV
calculated total energy = -36288.9600 eV
charge = 0
multiplicity = 1
ΔE to the lowest compared entry with this formula, charge and spin = 109.01 kcal/mol

Structure (XYZ):
```
52
Properties=species:S:1:pos:R:3:forces:R:3
O -1.155 0.042 -2.204 -2.40 -2.29 -2.38
O 0.265 -5.842 -0.839 -0.40 1.88 0.17
O 1.761 -0.733 1.050 -3.47 0.44 -1.64
O 3.354 -1.294 -1.595 -1.92 -1.98 -0.39
O -0.936 -5.711 0.953 -0.21 2.22 1.83
C -0.408 0.982 -2.134 -0.38 -1.87 -3.27
C 0.037 -5.217 0.204 2.79 -3.56 -1.15
C 0.719 -0.793 0.324 3.96 1.51 1.81
C 2.517 -2.158 -2.013 1.86 3.68 5.85
C -2.570 2.554 0.857 1.35 0.24 -0.50
C -1.448 2.443 1.576 0.50 -0.97 1.33
C -0.792 5.059 4.272 -0.55 1.90 -0.03
C -1.907 5.939 4.031 -0.30 -1.76 -0.58
C -0.555 3.916 3.517 0.68 1.29 1.11
C -2.791 5.563 2.976 -0.26 2.74 0.76
C -1.482 3.566 2.563 1.24 -1.32 -1.61
C -2.540 4.446 2.242 0.29 -3.83 -1.58
N -3.140 3.755 1.139 -2.81 1.86 -0.25
N 2.506 -2.448 -3.237 -1.48 -2.73 -4.71
N -0.035 1.290 -0.987 3.09 2.35 6.49
N 0.546 -1.815 -0.515 -3.29 -0.74 -1.86
C 0.301 1.656 -3.233 1.41 -2.77 -0.55
C 1.587 -3.325 -3.976 0.76 -0.79 -0.23
C 1.130 -4.395 0.860 -1.96 0.39 0.19
C -0.432 1.292 1.498 0.38 -0.13 -0.57
C 2.084 -3.744 -0.054 1.26 1.65 0.51
C -0.320 0.415 0.153 -0.74 1.65 2.40
C 1.472 -2.806 -1.104 -0.86 -0.81 0.17
H -1.360 -6.304 0.365 -0.98 -1.34 -0.87
H -2.819 1.896 0.025 -0.53 0.53 0.20
H -0.018 5.445 4.945 -0.35 -0.48 -0.01
H -2.145 6.817 4.682 0.49 -0.87 -0.86
H 0.431 3.476 3.671 -0.52 -0.54 -0.21
H -3.571 6.275 2.640 0.31 -0.59 0.47
H -4.030 3.949 0.675 0.54 0.47 0.72
H 3.177 -1.958 -3.741 1.34 0.81 -1.12
H 0.603 2.076 -0.949 0.12 -0.34 0.92
H -0.453 -1.835 -0.877 2.05 0.05 0.07
H -0.133 2.546 -3.417 -1.24 3.22 -0.91
H 0.205 0.993 -4.084 -0.02 0.17 -0.36
H 1.367 1.746 -2.995 -0.26 0.18 -0.03
H 0.613 -3.014 -3.798 -2.03 0.94 0.30
H 1.691 -3.202 -5.086 0.49 -0.51 1.17
H 1.545 -4.376 -3.579 0.79 0.73 -0.86
H 0.671 -3.598 1.414 -0.39 0.27 0.74
H 1.704 -5.004 1.557 -0.42 -0.34 0.05
H -0.627 0.565 2.336 0.82 0.84 -0.64
H 0.530 1.812 1.498 0.30 -0.53 1.04
H 2.692 -4.487 -0.530 0.56 -0.25 -0.43
H 2.678 -3.139 0.693 0.00 -0.40 -1.39
H -1.349 0.129 0.007 -0.08 -1.00 -0.32
H 0.830 -3.447 -1.776 0.46 0.72 0.99
```
Positions in Å, forces in eV/Å.

natural (NBO) charges, unit e, in atom order: O -0.6850; O -0.6349; O -0.6123; O -0.6568; O -0.6523; C 0.6688; C 0.7767; C 0.6694; C 0.6554; C -0.0234; C -0.0942; C -0.2310; C -0.2117; C -0.2009; C -0.2488; C -0.0710; C 0.1261; N -0.5437; N -0.5665; N -0.5710; N -0.6242; C -0.7000; C -0.4372; C -0.5060; C -0.4104; C -0.4043; C -0.1237; C -0.1224; H 0.4948; H 0.2198; H 0.2095; H 0.2238; H 0.2230; H 0.2155; H 0.4034; H 0.4085; H 0.3972; H 0.4225; H 0.2282; H 0.2398; H 0.2304; H 0.2017; H 0.2263; H 0.2184; H 0.2339; H 0.2562; H 0.2306; H 0.2179; H 0.2211; H 0.2584; H 0.2315; H 0.2230

(3)
Here is a molecular structure, C19H24N5O2S3Ti at a distorted geometry from the Open Molecules 2025 dataset. Energies are from the ωB97M-V functional and the def2-TZVPD basis.

Calculated values
Kohn-Sham gap (spin up / spin down) = 6.83 / 6.96 eV
E_HOMO (spin up / spin down) = -9.144 / -10.448 eV
calculated total energy = -87255.7372 eV
charge = +1
multiplicity = 3
ΔE to the lowest compared entry with this formula, charge and spin = 15.20 kcal/mol

Structure (XYZ):
```
54
Properties=species:S:1:pos:R:3:forces:R:3
Ti -0.193 0.091 0.467 -0.80 -0.64 1.63
C 2.376 -3.074 -0.773 -0.14 0.36 0.08
C 1.636 -1.783 -0.565 0.37 -0.47 -0.33
N 0.401 -1.738 -0.069 0.36 -0.18 -0.39
N -0.289 -2.889 0.181 -0.14 -1.22 -0.02
C -1.644 -2.856 0.165 0.13 0.12 0.09
N -2.301 -3.992 0.476 0.31 -0.06 -0.15
S -2.439 -1.420 -0.157 -0.03 0.08 -0.27
C 2.154 -0.510 -0.932 0.24 -0.03 -0.11
C 3.476 -0.258 -1.358 -0.03 -0.04 0.00
C 3.864 1.014 -1.690 -0.24 -0.19 0.17
C 2.915 2.044 -1.640 -0.33 -0.12 0.09
C 1.641 1.749 -1.211 0.39 0.81 -0.43
N 1.257 0.530 -0.818 1.18 -0.31 -0.65
H 1.773 -3.770 -1.360 0.02 -0.06 -0.05
H 3.296 -2.899 -1.319 0.04 -0.10 -0.03
H 2.631 -3.546 0.178 0.01 -0.06 0.03
H 0.208 -3.779 0.123 -0.22 0.39 0.12
H -1.843 -4.892 0.459 -0.05 0.08 0.05
H -3.306 -3.981 0.437 0.04 0.05 -0.07
H 4.192 -1.062 -1.393 0.08 -0.12 -0.02
H 4.883 1.225 -1.973 0.10 -0.04 -0.10
H 3.174 3.048 -1.922 -0.03 0.21 -0.06
H 0.883 2.526 -1.190 0.09 -0.10 0.15
C -2.282 0.126 2.829 -0.60 0.27 0.13
O -1.177 -0.558 2.239 0.05 -0.15 0.84
C -0.280 -1.168 3.151 0.75 -0.29 0.37
C 0.974 -0.318 3.315 -0.51 -0.19 0.34
O 1.542 -0.152 2.022 -0.20 -0.21 0.07
C 2.706 0.666 2.096 0.37 0.35 -0.01
H -2.774 -0.508 3.576 0.18 -0.04 -0.18
H -2.988 0.316 2.013 0.17 0.05 0.23
H -1.973 1.075 3.284 -0.02 -0.27 -0.14
H -0.005 -2.143 2.725 -0.08 0.18 0.11
H -0.757 -1.332 4.122 0.01 0.05 -0.12
H 1.696 -0.816 3.981 -0.18 0.12 -0.15
H 0.706 0.665 3.730 0.15 -0.15 -0.02
H 3.414 0.246 2.819 -0.12 -0.04 -0.11
H 2.438 1.681 2.411 0.02 -0.09 -0.08
H 3.172 0.696 1.112 -0.11 0.01 0.11
S -0.225 2.344 1.719 0.29 0.42 0.38
C -1.221 2.480 0.366 -0.23 0.34 -0.26
N -1.310 1.438 -0.447 -1.01 1.63 -0.41
C -2.004 1.736 -1.595 -0.54 0.50 -0.76
C -2.182 0.902 -2.695 0.17 -0.05 0.18
C -2.858 1.396 -3.794 0.03 -0.08 -0.03
C -3.368 2.691 -3.809 0.00 0.06 -0.02
C -3.199 3.534 -2.726 -0.01 -0.09 -0.01
C -2.508 3.052 -1.629 0.13 -0.25 0.16
S -2.074 3.910 -0.168 0.22 -0.58 -0.09
H -1.768 -0.101 -2.673 -0.09 0.09 -0.08
H -2.979 0.772 -4.665 -0.05 -0.09 -0.07
H -3.884 3.052 -4.685 -0.07 0.02 -0.08
H -3.577 4.542 -2.739 -0.07 0.14 -0.03
```
Positions in Å, forces in eV/Å.

natural (NBO) charges, unit e, in atom order: Ti 1.3692; C -0.6738; C 0.2049; N -0.4642; N -0.4319; C 0.2936; N -0.7740; S -0.1047; C 0.1130; C -0.2218; C -0.1585; C -0.2635; C 0.0939; N -0.6137; H 0.2277; H 0.2462; H 0.2302; H 0.4012; H 0.3995; H 0.4292; H 0.2246; H 0.2336; H 0.2366; H 0.2182; C -0.2514; O -0.5855; C -0.0806; C -0.0888; O -0.5605; C -0.2472; H 0.1976; H 0.2190; H 0.2128; H 0.2038; H 0.2171; H 0.2061; H 0.2036; H 0.1936; H 0.2014; H 0.2126; S -0.1794; C -0.1017; N -0.6734; C 0.1751; C -0.2377; C -0.1848; C -0.2045; C -0.2066; C -0.2259; S 0.4538; H 0.2352; H 0.2231; H 0.2270; H 0.2309